[1]
{
  "formula": "C2H10NO",
  "method": "ωB97M-V with the def2-TZVPD basis set",
  "lumo_energy_ev": -3.752,
  "max_force_ha_per_bohr": 0.017,
  "spin_multiplicity": 1,
  "relative_energy_kcal_mol": 26.0,
  "homo_energy_ev": -14.3955,
  "total_charge": 1,
  "homo_lumo_gap_ha": 0.3911,
  "species": ["C", "N", "H", "H", "H", "H", "H", "H", "C", "O", "H", "H", "H", "H"],
  "positions_angstrom": [[1.145, 1.612, -1.313], [0.052, 0.572, -1.202], [-0.292, 0.307, -2.126], [0.426, -0.291, -0.804], [-0.706, 0.874, -0.591], [1.981, 1.295, -0.699], [0.796, 2.538, -0.875], [1.484, 1.662, -2.334], [-0.894, -1.703, 1.415], [-0.284, -0.480, 1.871], [-0.641, -0.333, 2.753], [-0.599, -2.547, 2.046], [-1.977, -1.621, 1.434], [-0.490, -1.885, 0.425]]
}

***

[2]
{
  "formula": "C2H10NS",
  "method": "ωB97M-V with the def2-TZVPD basis set",
  "lumo_energy_ev": -4.187,
  "max_force_ha_per_bohr": 0.069,
  "spin_multiplicity": 1,
  "relative_energy_kcal_mol": 42.5,
  "homo_energy_ev": -12.7487,
  "total_charge": 1,
  "homo_lumo_gap_ha": 0.3146,
  "species": ["N", "H", "H", "H", "H", "C", "S", "C", "H", "H", "H", "H", "H", "H"],
  "positions_angstrom": [[1.976, 1.440, 1.045], [0.948, 1.316, 0.899], [2.537, 0.610, 1.183], [2.158, 2.091, 1.883], [2.438, 1.826, 0.264], [-1.440, 0.551, -0.461], [-0.502, -0.768, 0.690], [-0.773, -2.155, -0.525], [-2.340, 0.829, 0.175], [-0.776, 1.410, -0.633], [-1.577, 0.220, -1.501], [-1.102, -1.793, -1.568], [-1.602, -2.914, -0.393], [0.054, -2.665, -1.057]]
}

***

[3]
{
  "formula": "C42H51F4N4OPSi5V",
  "method": "ωB97M-V with the def2-TZVPD basis set",
  "lumo_energy_ev": [-0.629, -2.554],
  "max_force_ha_per_bohr": 0.038,
  "spin_multiplicity": 4,
  "relative_energy_kcal_mol": 0.0,
  "homo_energy_ev": [-7.7182, -7.4918],
  "total_charge": 0,
  "homo_lumo_gap_ha": [0.2605, 0.1815],
  "species": ["V", "C", "Si", "C", "C", "Si", "Si", "C", "C", "C", "Si", "C", "C", "C", "H", "H", "H", "H", "H", "H", "H", "H", "H", "H", "H", "H", "H", "H", "H", "H", "H", "H", "H", "H", "H", "H", "H", "H", "H", "H", "H", "C", "Si", "C", "C", "H", "H", "H", "H", "H", "H", "H", "H", "H", "O", "P", "C", "C", "C", "C", "C", "C", "C", "C", "C", "C", "C", "C", "C", "C", "C", "C", "C", "C", "H", "H", "H", "H", "H", "H", "H", "H", "H", "H", "H", "H", "H", "H", "H", "F", "C", "C", "F", "C", "C", "C", "F", "C", "C", "C", "N", "C", "N", "F", "C", "C", "N", "C", "N"],
  "positions_angstrom": [[0.896, -0.583, -0.040], [3.457, -1.337, 5.264], [3.270, -1.912, 3.483], [3.056, -3.783, 3.548], [4.939, -1.525, 2.716], [1.445, -0.843, 2.447], [-0.390, -1.874, 3.482], [-2.034, -0.971, 3.346], [-0.075, -2.094, 5.322], [-0.607, -3.583, 2.732], [1.505, 1.441, 2.944], [3.057, 2.244, 2.256], [1.420, 1.864, 4.771], [0.044, 2.284, 2.106], [4.386, -1.762, 5.659], [2.640, -1.653, 5.910], [3.536, -0.252, 5.334], [4.037, -4.265, 3.517], [2.461, -4.192, 2.732], [2.572, -4.069, 4.484], [5.704, -2.072, 3.276], [5.166, -0.459, 2.796], [5.019, -1.810, 1.669], [-1.944, 0.107, 3.216], [-2.596, -1.146, 4.267], [-2.631, -1.358, 2.520], [0.202, -1.147, 5.792], [0.721, -2.813, 5.520], [-0.982, -2.459, 5.813], [-0.562, -3.549, 1.641], [-1.579, -3.999, 3.014], [0.164, -4.273, 3.080], [3.973, 1.825, 2.678], [3.032, 3.312, 2.493], [3.121, 2.133, 1.172], [2.352, 1.621, 5.282], [0.614, 1.326, 5.272], [1.240, 2.935, 4.899], [0.021, 2.085, 1.029], [0.111, 3.369, 2.230], [-0.916, 1.963, 2.513], [3.314, -1.871, -2.782], [2.951, -1.672, -0.938], [3.540, -3.314, -0.236], [4.143, -0.282, -0.445], [4.338, -2.248, -2.874], [3.264, -0.930, -3.325], [2.655, -2.591, -3.275], [4.628, -3.383, -0.333], [3.105, -4.138, -0.807], [3.284, -3.466, 0.812], [5.173, -0.591, -0.649], [4.083, 0.006, 0.604], [3.934, 0.608, -1.046], [1.067, 1.117, -1.108], [0.459, 2.007, -2.195], [1.221, 1.691, -3.783], [1.298, 0.379, -4.249], [1.815, 0.114, -5.505], [2.267, 1.157, -6.302], [2.213, 2.463, -5.836], [1.691, 2.733, -4.580], [0.773, 3.710, -1.748], [1.733, 3.950, -0.769], [2.025, 5.253, -0.391], [1.361, 6.312, -0.989], [0.406, 6.077, -1.972], [0.111, 4.780, -2.353], [-1.313, 1.832, -2.437], [-2.189, 2.662, -1.738], [-3.554, 2.607, -1.985], [-4.054, 1.712, -2.917], [-3.192, 0.855, -3.592], [-1.830, 0.916, -3.360], [0.988, -0.444, -3.616], [1.879, -0.908, -5.855], [2.675, 0.950, -7.282], [2.583, 3.274, -6.449], [1.664, 3.753, -4.222], [2.240, 3.120, -0.300], [2.768, 5.435, 0.374], [1.582, 7.328, -0.687], [-0.113, 6.905, -2.435], [-0.634, 4.600, -3.119], [-1.816, 3.353, -0.992], [-4.221, 3.250, -1.430], [-5.118, 1.673, -3.110], [-3.581, 0.148, -4.314], [-1.175, 0.263, -3.920], [-6.033, -0.141, 0.812], [-5.748, -1.055, -0.119], [-6.801, -1.664, -0.751], [-8.027, -1.302, -0.388], [-6.632, -2.629, -1.768], [-5.283, -2.899, -2.091], [-4.240, -2.285, -1.453], [-3.000, -2.606, -1.844], [-4.409, -1.343, -0.426], [-3.298, -0.718, 0.241], [-1.989, -1.040, -0.038], [-0.860, -1.314, -0.164], [-3.439, 0.238, 1.288], [-3.486, 1.013, 2.140], [-4.993, -3.781, -3.041], [-7.722, -3.270, -2.413], [-7.561, -4.155, -3.514], [-7.495, -4.860, -4.423], [-9.077, -3.084, -2.023], [-10.191, -2.987, -1.747]]
}